Record 1
20
Properties=species:S:1:pos:R:3:forces:R:3:lowdin_charge:R:1 method="wB97M-V/def2-TZVPD" e_above_lowest_kj_mol=285.0 fmax_ev_per_a=4.094 e_tot_ha=-993.336898 smiles="C1=CC=C[P@@H]2=PCCCC=12"
C -1.65629 -0.55053 0.82352 3.0262 -0.7912 1.0479 -0.05
C -2.71653 0.08348 0.50943 -3.5586 0.0095 2.0246 -0.16
C -2.55679 0.96544 -0.60314 -0.8207 1.4086 -1.9001 -0.16
C -1.37184 1.55238 -0.80705 -0.1950 -1.1257 1.6165 -0.21
P -0.03422 1.33470 0.41285 0.5324 -1.6007 2.0611 0.63
P 1.94241 1.77588 0.03358 -0.1002 -0.9653 -0.5434 0.53
C 2.07922 0.00579 -0.80321 2.1370 1.6755 -0.4542 -0.56
C 2.07844 -1.14322 0.16035 -0.6931 0.4446 1.3299 -0.30
C 0.63748 -1.49784 0.51454 0.7165 -2.0820 -2.0357 -0.27
C -0.33978 -0.49429 0.78852 -1.4098 2.3516 0.2167 -0.33
H -3.64981 0.13255 1.16535 1.3422 -0.0416 -1.0447 0.14
H -3.50599 1.13692 -1.12781 0.7336 0.2978 -0.5099 0.11
H -0.85054 2.07057 -1.53802 -0.4854 1.4593 -1.9920 0.03
H -0.32141 1.98388 1.64126 -0.5322 0.1512 -0.5266 0.01
H 3.08125 0.03862 -1.34474 -1.3325 0.0158 0.4430 0.07
H 1.28654 -0.12197 -1.53058 -0.0431 -0.1092 -0.4672 0.05
H 2.58763 -0.87858 1.17371 -0.0671 -0.7925 -2.1286 0.13
H 2.34413 -2.03141 -0.44318 1.0271 0.2368 1.0536 0.11
H 0.65750 -2.19708 1.28786 0.0505 -1.0692 1.7314 0.10
H 0.30859 -2.16527 -0.31324 -0.3280 0.5266 0.0778 0.13

***

Record 2
61
Properties=species:S:1:pos:R:3:forces:R:3:lowdin_charge:R:1 method="wB97M-V/def2-TZVPD" total_charge=+1 e_above_lowest_kj_mol=345.2 fmax_ev_per_a=2.355 e_tot_ha=-1529.074816
O 3.10364 -3.23473 -0.07322 -2.1423 0.6810 0.3552 -0.03
H -2.56629 3.69303 2.15323 -0.0895 0.1474 0.5529 0.03
O 0.42804 4.65317 -3.17172 0.2217 0.7423 -0.0115 -0.04
H -0.17768 5.40228 -3.12832 -0.4498 -0.2243 -0.2190 0.07
H 1.24662 5.11622 -2.94510 0.2258 -0.4739 0.0693 0.08
O -5.58311 -0.56033 1.77014 0.0485 0.4928 2.1774 -0.04
H -5.62146 -1.50224 1.62398 0.0498 0.1527 -1.1297 0.04
H -5.54828 0.08011 1.07638 -0.1081 -0.6081 -1.0283 0.00
O -1.96663 -1.31525 -1.08772 0.2716 -0.3779 0.0626 -0.08
H -1.29766 -1.37054 -1.77157 -0.0497 0.2122 -0.2912 0.01
H -0.00846 -1.03083 -0.05469 -0.3464 0.5815 -0.4441 0.06
O 0.51364 2.30605 -4.74464 1.2908 -0.3027 0.6612 -0.05
H 0.60773 3.29253 0.22647 -0.4601 -0.7328 0.7656 0.03
H -2.84142 -1.19917 -1.52347 0.4825 -0.0088 0.4093 0.00
O 0.41081 3.95592 -0.41509 0.5656 1.0668 -0.8416 -0.04
H 2.88100 -0.93219 0.59452 0.2193 -0.2141 -0.2562 0.08
H -0.42230 3.83375 -0.87541 -0.1012 -0.4175 0.2761 0.04
O 2.78824 -1.31825 1.47223 -1.0089 0.8459 0.2346 -0.05
H 1.30045 -1.05441 -0.97227 -0.4509 0.3578 -0.3187 0.07
H -5.06686 -0.58057 -1.38176 -1.1784 0.3069 -0.4525 0.04
O 2.51905 0.71351 2.88532 -1.4359 -0.7523 -0.9603 0.01
H 2.15870 0.31959 3.67738 0.2945 0.8945 0.7419 0.06
H 3.24816 1.33903 2.91774 0.7062 0.3922 0.7107 0.02
O 1.06447 -3.10620 1.70600 0.5405 1.3380 -1.8610 0.01
H 1.73142 -2.14502 1.26515 0.6555 -0.2009 1.9631 0.13
H -0.14714 2.16830 -5.40220 -0.8076 0.4622 -0.5533 0.05
O -2.96151 0.30726 5.34803 -1.5469 -1.4522 0.1393 -0.04
H -2.07143 0.08637 5.57864 0.7950 0.7463 -0.0943 0.02
H -3.15886 1.17220 5.02015 0.7910 0.6897 -0.0465 0.02
O 4.63929 2.34674 2.55695 -0.5656 -0.1999 -0.0917 -0.02
H 5.53558 2.05014 2.71079 0.2950 0.1848 0.0597 0.07
H 2.51252 -0.46376 2.01625 0.7795 -0.8523 -0.3539 0.05
O 0.76798 1.47560 -2.09262 0.3592 0.2758 -0.0434 -0.05
H 0.68080 2.26959 -1.55046 -0.0996 -0.0788 0.3763 -0.01
H 1.04113 1.90658 -2.91689 -0.1025 -0.5526 -0.1970 0.01
O -0.01321 -0.46068 -4.56064 0.1162 0.7010 -0.1444 -0.05
H 0.21372 0.25340 -3.94534 -0.2112 -0.2134 0.3896 0.01
H 0.27766 -0.02888 -5.37082 -0.0721 -0.3884 -0.3331 0.05
O -1.62800 3.78330 1.96128 -0.3923 -0.1862 -0.2266 -0.06
H 1.74210 -3.77989 1.84485 0.1269 -0.0792 0.0552 0.10
H -1.65836 3.54578 1.03007 0.3960 -0.0245 -0.2391 -0.01
O 0.80413 -1.48750 -0.27420 0.1624 -0.3996 0.0687 -0.04
H 4.61480 3.30705 2.54298 0.2392 0.0208 0.0586 0.07
H 3.83079 -3.00048 0.49191 1.1016 -0.8209 -0.7814 0.06
O 0.95131 -2.80724 -3.63913 0.0631 -0.1351 0.0203 -0.07
H 0.13079 -2.41348 -3.34232 -0.2901 -0.1547 0.3815 -0.01
H 1.03784 -2.26891 -4.43259 0.4117 -0.0224 -0.1676 0.01
O 1.06459 -1.64571 4.79678 -0.8574 0.4738 0.5439 -0.03
H 1.87134 -1.47206 4.33489 0.7359 -0.5836 -0.3326 0.00
H 0.85741 -2.58162 4.73878 0.2092 -0.0228 -0.1962 0.05
O -4.50698 -1.30689 -1.58918 1.5832 -0.6063 0.4707 -0.01
H 3.02340 -3.79095 -0.84334 1.3727 -0.3075 -0.0448 0.08
H -4.80394 -1.97339 -2.20052 -0.9455 0.2426 -0.2746 0.07
O -2.70765 1.49412 -0.03410 0.2798 0.6311 -0.6430 -0.04
H -2.53393 1.09700 0.81486 -0.2192 -0.3377 0.4409 0.04
H -3.65351 1.61329 -0.13374 -0.0544 -0.0531 0.2602 0.03
O 0.15709 -4.15516 -0.43640 -0.1896 -0.1163 -0.4071 -0.02
H -0.15505 -5.03435 -0.20091 -0.0571 -0.0560 0.0080 0.09
H -0.62115 -3.67070 -0.74416 0.0335 0.0439 -0.0444 0.06
H 0.54414 3.21597 -4.41803 -0.5435 0.2511 -0.3784 0.02
H 0.85766 -3.22196 0.69451 -0.6479 -0.9782 1.1545 0.06

***

Record 3
23
Properties=species:S:1:pos:R:3:forces:R:3:lowdin_charge:R:1 method="wB97M-V/def2-TZVPD" e_above_lowest_kj_mol=255.7 fmax_ev_per_a=3.027 e_tot_ha=-367.533900 smiles=CCNCCCCO
C 2.81880 0.68298 -1.82869 0.4747 -2.3431 -0.8566 -0.12
C 1.37081 0.73087 -1.34997 0.4967 0.2735 1.2131 -0.28
N 1.26386 -0.46229 -0.45191 0.0537 1.3016 0.0561 -0.12
C 0.96184 -0.14337 0.93691 -0.9241 -2.1004 0.9194 -0.23
C -0.55029 0.31687 1.12049 1.3025 0.5177 -1.4473 -0.20
C -1.61711 -0.73177 1.49168 0.5093 -0.8564 0.1309 -0.19
C -2.69739 -0.87737 0.34563 0.7005 -1.5137 2.5261 -0.29
O -3.57799 0.20643 0.28224 0.7727 0.7214 -0.4415 -0.06
H 3.34132 -0.14310 -1.20599 -0.5286 1.9035 -0.9041 0.10
H 3.33200 1.60798 -1.89606 0.5684 0.9592 0.4279 0.04
H 2.86934 0.29480 -2.87244 -0.1432 0.0767 0.5427 0.07
H 0.65292 0.77504 -2.17798 0.0759 -0.4658 0.1397 0.10
H 1.15944 1.67925 -0.77677 0.3010 -0.9426 -0.2863 0.12
H 0.66856 -1.15477 -0.84728 -0.6124 -0.4786 0.0334 0.09
H 1.74793 0.48703 1.39315 -0.6440 0.3666 -0.6339 0.11
H 1.11400 -1.09755 1.54240 -0.3390 0.8662 -0.7382 0.12
H -0.59202 1.07474 1.90846 0.0187 0.3957 -0.5766 0.10
H -0.75125 0.73400 0.04135 -0.1038 -0.1654 2.1707 0.12
H -1.16493 -1.73651 1.81038 -0.4498 1.1146 -0.9935 0.12
H -1.99365 -0.36940 2.45105 -0.8392 -0.1768 -0.2763 0.10
H -2.09783 -1.02224 -0.53720 -0.0573 -0.0351 -0.8390 0.10
H -3.28334 -1.79524 0.54897 0.1359 0.5473 -0.2961 0.12
H -2.97504 0.94361 0.07159 -0.7686 0.0339 0.1295 0.09

***

Record 4
20
Properties=species:S:1:pos:R:3:forces:R:3:lowdin_charge:R:1 method="wB97M-V/def2-TZVPD" e_above_lowest_kj_mol=213.6 fmax_ev_per_a=3.955 e_tot_ha=-365.361149 smiles=CNC[C@@H](C)O.O
C -2.82229 -1.75430 -0.25954 -1.0558 0.6439 -1.2945 -0.14
N -1.60407 -1.05803 0.13288 -0.6465 0.6557 -1.3136 -0.11
C -0.97430 -0.36504 -0.99865 3.6039 -1.1998 1.1036 -0.19
C 0.32898 0.33810 -0.40538 0.4497 0.2022 -1.2571 -0.43
C 0.67784 1.46984 -1.38234 -1.1264 0.1507 -0.7061 -0.06
O 0.15008 0.93180 0.83320 -0.2352 0.3696 1.9131 -0.06
H -2.81580 -2.80814 -0.07256 0.4872 -0.8757 -0.4034 0.06
H -3.62443 -1.45112 0.37369 -0.7916 0.6278 0.5224 0.05
H -3.20797 -1.51842 -1.33268 1.0541 -0.5665 1.6429 0.11
H -0.89131 -1.71000 0.44820 -0.2909 0.0908 0.0493 0.11
H -1.35537 0.37581 -1.68572 -1.8250 0.2545 0.9369 0.09
H -0.62610 -1.10709 -1.73273 0.2255 -0.1594 -0.0510 0.12
H 1.24156 -0.28482 -0.14026 -1.2301 0.0120 -1.0945 0.16
H 1.00502 2.31897 -0.82220 0.7530 0.4260 0.2573 0.07
H -0.25834 1.81253 -1.85580 0.1380 0.0815 0.2592 0.07
H 1.28752 1.28792 -2.24961 0.7562 -0.4657 -0.0308 0.07
H -0.67334 1.40226 0.99075 -0.2499 -0.2486 -0.5257 0.10
O 5.09988 0.53024 3.53302 -1.1700 0.5719 -0.4708 -0.07
H 4.89026 1.32954 3.02648 0.9108 0.1863 -0.0195 0.03
H 4.17218 0.25993 3.59925 0.2431 -0.7573 0.4823 0.03

***

Record 5
26
Properties=species:S:1:pos:R:3:forces:R:3:lowdin_charge:R:1 method="wB97M-V/def2-TZVPD" e_above_lowest_kj_mol=171.5 fmax_ev_per_a=4.176 e_tot_ha=-406.865000 smiles="CC(N)=O.CCCCC"
C 2.21881 -1.66767 -0.38649 -0.6215 0.0855 0.3571 -0.02
C 2.15569 -0.31389 0.40137 2.3718 -1.7248 -0.5426 -0.62
N 2.36472 0.68726 -0.46902 1.2002 3.9186 -0.8011 0.11
O 2.12736 -0.16172 1.62207 -0.7613 -0.3791 -1.5959 0.03
H 3.01875 -1.73503 -1.22023 -1.0668 0.3548 1.7194 0.10
H 1.22858 -1.70763 -0.93679 0.9851 -0.5714 0.8211 0.07
H 2.35909 -2.42257 0.42947 -0.3337 0.1755 -1.2624 0.09
H 2.51281 1.59646 0.03673 -0.3202 -1.1543 -0.8753 0.13
H 2.86727 0.68964 -1.41457 -1.3708 -0.7889 2.1992 0.15
C -1.98591 -2.11387 -0.15717 3.1391 -0.6255 -0.7107 -0.12
C -1.50600 -0.90273 0.76365 -1.9690 -1.8210 -0.1556 -0.27
C -1.17619 0.26825 -0.09627 -0.1559 -0.0445 0.5262 -0.30
C -0.79157 1.48513 0.69043 -0.9373 1.6185 -0.8555 -0.28
C -0.50836 2.67217 -0.24877 0.5782 1.8097 -0.9786 -0.13
H -2.95768 -1.93453 -0.58103 -0.4759 0.1347 -0.0365 0.03
H -1.21513 -2.06336 -1.11983 -1.8895 -0.7722 2.3261 0.10
H -1.98756 -3.17566 0.35775 0.2044 2.2193 -1.0910 0.09
H -0.64926 -1.20149 1.40378 -0.7893 0.2205 -0.0845 0.11
H -2.45860 -0.61672 1.28995 1.2618 -0.3304 0.5096 0.12
H -0.41080 -0.03827 -0.77230 0.7899 0.0736 -0.7732 0.08
H -2.06415 0.49042 -0.66434 -0.3216 0.2017 -0.5881 0.11
H -0.08385 1.27696 1.43773 1.4723 -0.2381 0.7154 0.08
H -1.65422 1.84257 1.26113 -0.2334 -0.3022 0.0474 0.11
H -1.34149 2.60737 -1.01404 0.8647 0.5944 0.7445 0.07
H -0.52448 3.72493 0.26668 -0.2377 -2.0225 -0.7976 0.09
H 0.46214 2.71397 -0.87986 -1.3838 -0.6320 1.1826 0.07

***

Please write out number 4 again, unchanged.
20
Properties=species:S:1:pos:R:3:forces:R:3:lowdin_charge:R:1 method="wB97M-V/def2-TZVPD" e_above_lowest_kj_mol=213.6 fmax_ev_per_a=3.955 e_tot_ha=-365.361149 smiles=CNC[C@@H](C)O.O
C -2.82229 -1.75430 -0.25954 -1.0558 0.6439 -1.2945 -0.14
N -1.60407 -1.05803 0.13288 -0.6465 0.6557 -1.3136 -0.11
C -0.97430 -0.36504 -0.99865 3.6039 -1.1998 1.1036 -0.19
C 0.32898 0.33810 -0.40538 0.4497 0.2022 -1.2571 -0.43
C 0.67784 1.46984 -1.38234 -1.1264 0.1507 -0.7061 -0.06
O 0.15008 0.93180 0.83320 -0.2352 0.3696 1.9131 -0.06
H -2.81580 -2.80814 -0.07256 0.4872 -0.8757 -0.4034 0.06
H -3.62443 -1.45112 0.37369 -0.7916 0.6278 0.5224 0.05
H -3.20797 -1.51842 -1.33268 1.0541 -0.5665 1.6429 0.11
H -0.89131 -1.71000 0.44820 -0.2909 0.0908 0.0493 0.11
H -1.35537 0.37581 -1.68572 -1.8250 0.2545 0.9369 0.09
H -0.62610 -1.10709 -1.73273 0.2255 -0.1594 -0.0510 0.12
H 1.24156 -0.28482 -0.14026 -1.2301 0.0120 -1.0945 0.16
H 1.00502 2.31897 -0.82220 0.7530 0.4260 0.2573 0.07
H -0.25834 1.81253 -1.85580 0.1380 0.0815 0.2592 0.07
H 1.28752 1.28792 -2.24961 0.7562 -0.4657 -0.0308 0.07
H -0.67334 1.40226 0.99075 -0.2499 -0.2486 -0.5257 0.10
O 5.09988 0.53024 3.53302 -1.1700 0.5719 -0.4708 -0.07
H 4.89026 1.32954 3.02648 0.9108 0.1863 -0.0195 0.03
H 4.17218 0.25993 3.59925 0.2431 -0.7573 0.4823 0.03